Run A
35
Properties=species:S:1:pos:R:3:lowdin_charge:R:1 method="wB97M-V/def2-TZVPD" smiles="CC(=O)Nc1ccc(-c2cc3nc[nH]c3c(C#N)n2)cc1C(F)(F)F" homo_ha=-0.3142
C -0.6615 -4.3016 -4.5142 0.004
C -0.4198 -3.6742 -3.1622 -0.487
O 0.0707 -4.3892 -2.2993 0.047
N -0.7769 -2.3656 -2.9238 0.136
C -0.5403 -1.5311 -1.7938 -0.139
C -0.0254 -2.0432 -0.5966 0.012
C 0.1908 -1.1880 0.4790 -0.007
C -0.0704 0.1974 0.3830 -0.138
C 0.1461 1.1024 1.5312 -0.228
C 0.1551 0.5890 2.8412 0.080
C 0.5818 1.3898 3.8809 -0.225
N 0.7576 1.1422 5.2224 0.125
C 1.1323 2.2784 5.7310 -0.142
N 1.2620 3.2420 4.7762 0.125
C 0.9054 2.7042 3.6018 -0.188
C 0.8431 3.1897 2.3028 -0.195
C 1.2158 4.5683 2.0451 -0.130
N 1.5167 5.6953 1.8787 0.150
N 0.4852 2.3585 1.2913 0.168
C -0.4909 0.7034 -0.8723 0.050
C -0.7339 -0.1491 -1.9432 -0.054
C -1.1960 0.5062 -3.2540 -0.524
F -1.4926 1.8331 -3.2376 0.138
F -2.3152 -0.1065 -3.7005 0.126
F -0.1878 0.2840 -4.1436 0.128
H -1.7027 -4.2754 -4.7715 0.076
H -0.0918 -3.7539 -5.2844 0.093
H -0.2714 -5.3041 -4.5106 0.080
H -1.2817 -1.9370 -3.7099 0.134
H 0.1998 -3.0886 -0.4530 0.105
H 0.6535 -1.6427 1.3700 0.122
H -0.1413 -0.3942 3.0905 0.110
H 1.3748 2.3847 6.8055 0.142
H 1.5786 4.2068 4.9553 0.181
H -0.6699 1.7691 -1.0156 0.125



Run B
35
Properties=species:S:1:pos:R:3:lowdin_charge:R:1 method="wB97M-V/def2-TZVPD" homo_ha=-0.3190
N 4.7603 -3.7087 -1.8226 0.145
O -2.5701 3.4100 2.8369 0.041
F -1.1977 -2.8016 2.0986 0.166
F -2.3761 -1.4847 3.1839 0.136
F -0.3042 -1.4533 3.6456 0.152
C 3.8984 -2.8755 -1.8612 -0.113
N 1.7867 0.0418 -4.8669 0.145
N 2.4300 -1.2269 -0.9787 0.173
C -2.9707 2.2821 3.1698 -0.453
C 2.6921 -0.6812 -5.4327 -0.149
C 3.0308 -1.7208 -2.0272 -0.261
C 1.4375 -0.3249 -1.1857 -0.168
C 1.2476 0.2347 -2.5153 0.095
C -0.1276 1.4454 -0.1932 -0.011
C -1.1401 1.7441 0.7075 0.007
C -0.0469 -0.7798 0.6867 0.026
C 1.9897 -0.2773 -3.5486 -0.278
C 0.4650 0.1576 -0.1798 -0.161
C 2.8604 -1.2866 -3.3232 -0.139
C -1.5123 0.8251 1.7206 -0.100
C -0.9681 -0.4847 1.6611 -0.063
N 3.2816 -1.6564 -4.6285 0.155
N -2.4633 1.0540 2.7898 0.132
C -4.0953 2.3546 4.2060 -0.003
C -1.1844 -1.5726 2.6217 -0.608
H 3.0467 -0.5246 -6.4547 0.134
H 0.4789 0.9166 -2.7778 0.111
H 0.2773 2.3082 -0.7501 0.129
H -1.4843 2.7878 0.6878 0.115
H 0.3040 -1.7674 0.4145 0.134
H 3.9167 -2.3272 -4.9834 0.139
H -2.3634 0.3131 3.5316 0.154
H -3.8211 1.8897 5.1575 0.082
H -4.2898 3.3382 4.5250 0.062
H -4.9883 1.8512 3.8854 0.074



Stability summary: most stable run A, least stable run B.



Run A
100
Properties=species:S:1:pos:R:3:lowdin_charge:R:1 method="wB97M-V/def2-TZVPD" s_squared=0.75 multiplicity=2 homo_ha="-0.2937 / -0.3469" charge=+1
La -2.1364 0.5700 0.1575 1.496
C 10.1018 -7.6452 0.3255 -0.069
O 8.7655 -8.0830 0.1540 -0.063
C 7.7866 -7.1633 0.1478 -0.279
C 6.4818 -7.6580 0.0490 0.018
C 5.4104 -6.7993 0.0489 -0.010
C 5.6028 -5.4152 0.1508 -0.161
C 6.9047 -4.9309 0.2285 -0.024
C 7.9913 -5.7897 0.2296 -0.010
C 4.4358 -4.5445 0.1628 -0.245
N 3.1905 -4.9478 0.0278 0.193
C 2.4264 -3.8222 0.0871 -0.168
C 3.2188 -2.7012 0.2666 -0.129
N 4.5009 -3.1821 0.3138 0.186
C 2.6826 -1.3953 0.4061 -0.064
C 3.4439 -0.2425 0.6594 0.024
C 2.8032 0.9554 0.8441 -0.026
C 1.4111 0.9890 0.7560 -0.160
N 0.6719 -0.0703 0.4815 0.002
C 1.2775 -1.2621 0.3146 -0.151
C 0.4386 -2.4165 0.0669 -0.161
N -0.8905 -2.2167 -0.0643 0.035
C -1.6671 -3.2695 -0.2579 -0.117
C -1.1896 -4.5825 -0.3169 -0.015
C 0.1586 -4.8010 -0.2063 0.029
C 1.0082 -3.7006 -0.0172 -0.068
H 10.7071 -8.5453 0.3700 0.096
H 10.2221 -7.0877 1.2578 0.098
H 10.4301 -7.0280 -0.5142 0.098
H 6.3478 -8.7286 -0.0296 0.126
H 4.4004 -7.1760 -0.0316 0.114
H 7.1014 -3.8663 0.2806 0.105
H 8.9896 -5.3784 0.2866 0.107
H 5.3440 -2.6487 0.4262 0.149
H 4.5227 -0.3070 0.7210 0.122
H 3.3568 1.8592 1.0540 0.109
H 0.8691 1.9073 0.9228 0.049
H -2.7264 -3.0745 -0.3734 0.077
H -1.8846 -5.3987 -0.4557 0.116
H 0.5986 -5.7887 -0.2476 0.126
C -5.9080 0.4687 -1.2193 -0.268
Si -4.9397 -0.5026 0.1126 0.413
C -5.8174 -0.2595 1.8051 -0.254
C -5.2507 -2.3709 -0.1531 -0.350
C -6.0251 -2.8933 -1.1883 -0.099
C -6.3427 -4.2456 -1.2360 -0.084
C -5.9012 -5.1012 -0.2388 -0.090
C -5.1199 -4.6052 0.7966 -0.093
C -4.7931 -3.2585 0.8264 -0.177
H -6.9628 0.1809 -1.2027 0.030
H -5.5273 0.2874 -2.2273 0.014
H -5.8573 1.5447 -1.0359 0.005
H -6.8898 -0.0994 1.6607 0.036
H -5.4377 0.5749 2.3914 -0.068
H -5.7086 -1.1588 2.4134 0.015
H -6.3918 -2.2428 -1.9747 0.094
H -6.9419 -4.6329 -2.0506 0.104
H -6.1632 -6.1512 -0.2652 0.103
H -4.7732 -5.2644 1.5834 0.104
H -4.1680 -2.8845 1.6342 0.096
S -4.7941 3.0392 2.1257 0.667
C -3.6302 2.7955 1.1471 -0.829
C -2.4757 3.3939 -2.5259 -0.140
C -2.0696 4.6803 -1.7787 -0.668
C -3.3466 5.3333 -1.2387 -0.089
C -1.4400 5.6345 -2.7906 -0.092
P -0.9253 4.0144 -0.3794 1.107
C -1.2241 5.0489 1.1103 -0.395
C -1.3893 6.4321 1.0853 -0.096
C -1.5921 7.1407 2.2594 -0.061
C -1.5910 6.4848 3.4821 -0.070
C -1.3956 5.1135 3.5268 -0.071
C -1.2244 4.4049 2.3481 -0.160
C 0.8784 4.5710 -0.7250 -0.663
C 1.6312 4.4477 0.6171 -0.101
C 1.1436 5.9943 -1.2264 -0.090
C 1.4167 3.5882 -1.7757 -0.106
H -3.0285 3.6415 -3.4345 0.092
H -3.1278 2.7760 -1.8950 0.036
H -1.5994 2.8059 -2.8185 0.065
H -4.0933 5.3540 -2.0373 0.096
H -3.1846 6.3581 -0.9145 0.074
H -3.7551 4.7709 -0.4092 0.033
H -2.1942 5.8747 -3.5445 0.095
H -0.5957 5.1778 -3.3081 0.069
H -1.1247 6.5717 -2.3369 0.073
H -1.3650 6.9693 0.1471 0.092
H -1.7595 8.2095 2.2215 0.110
H -1.7333 7.0422 4.3986 0.109
H -1.3924 4.5938 4.4764 0.109
H -1.0846 3.3305 2.3875 0.070
H 1.6180 5.4053 1.1366 0.091
H 2.6739 4.1745 0.4379 0.084
H 1.1990 3.7262 1.3086 0.039
H 0.5903 6.7425 -0.6610 0.069
H 0.9346 6.1188 -2.2849 0.061
H 2.2070 6.2037 -1.0806 0.095
H 1.2596 2.5477 -1.4921 0.050
H 2.4862 3.7429 -1.9428 0.092
H 0.9092 3.7460 -2.7307 0.067



Run B
100
Properties=species:S:1:pos:R:3:lowdin_charge:R:1 method="wB97M-V/def2-TZVPD" s_squared=0.75 multiplicity=2 homo_ha="-0.2923 / -0.3466" charge=+1
La -2.1210 0.5777 0.0349 1.485
C 10.1721 -7.6822 0.3441 -0.072
O 8.8209 -8.0683 0.2176 -0.069
C 7.8504 -7.1338 0.1813 -0.269
C 6.5389 -7.6272 0.1436 0.018
C 5.4688 -6.7705 0.1261 -0.009
C 5.6635 -5.3833 0.1517 -0.162
C 6.9705 -4.8959 0.1635 -0.023
C 8.0520 -5.7546 0.1815 -0.009
C 4.5017 -4.5264 0.1510 -0.248
N 3.2564 -4.9503 0.0700 0.192
C 2.4765 -3.8428 0.0839 -0.165
C 3.2729 -2.6978 0.1861 -0.131
N 4.5576 -3.1581 0.2245 0.189
C 2.7252 -1.4001 0.2710 -0.066
C 3.4881 -0.2370 0.4474 0.024
C 2.8401 0.9625 0.5938 -0.025
C 1.4457 0.9840 0.5444 -0.167
N 0.7040 -0.0854 0.3351 0.006
C 1.3079 -1.2788 0.2070 -0.150
C 0.4741 -2.4466 0.0312 -0.159
N -0.8567 -2.2632 -0.0899 0.040
C -1.6244 -3.3280 -0.2152 -0.119
C -1.1387 -4.6400 -0.2082 -0.014
C 0.2165 -4.8477 -0.1128 0.028
C 1.0588 -3.7360 0.0031 -0.069
H 10.7382 -8.6103 0.4244 0.098
H 10.3384 -7.0871 1.2471 0.098
H 10.5130 -7.1219 -0.5318 0.098
H 6.4035 -8.6965 0.1240 0.124
H 4.4594 -7.1468 0.0893 0.113
H 7.1680 -3.8340 0.1488 0.104
H 9.0468 -5.3397 0.1870 0.107
H 5.3974 -2.6095 0.2836 0.151
H 4.5664 -0.2954 0.4819 0.121
H 3.3920 1.8730 0.7458 0.105
H 0.8979 1.9056 0.6922 0.044
H -2.6873 -3.1437 -0.3187 0.082
H -1.8276 -5.4658 -0.2851 0.114
H 0.6657 -5.8285 -0.1037 0.125
C -5.9053 0.5432 -1.3255 -0.262
Si -4.9441 -0.4225 0.0434 0.432
C -5.7882 -0.0909 1.7602 -0.252
C -5.3103 -2.3059 -0.1250 -0.345
C -6.1321 -2.8620 -1.1008 -0.101
C -6.5004 -4.1963 -1.0450 -0.084
C -6.0647 -4.9951 -0.0030 -0.090
C -5.2324 -4.4657 0.9683 -0.093
C -4.8499 -3.1415 0.8924 -0.180
H -6.9617 0.2896 -1.2849 0.024
H -5.5479 0.3185 -2.3268 0.010
H -5.8225 1.6186 -1.1868 0.000
H -6.8526 0.0961 1.6364 0.030
H -5.3732 0.7535 2.3069 -0.067
H -5.6966 -0.9620 2.4038 0.012
H -6.4965 -2.2562 -1.9164 0.094
H -7.1342 -4.6152 -1.8127 0.104
H -6.3655 -6.0283 0.0519 0.102
H -4.8863 -5.0804 1.7854 0.103
H -4.1801 -2.7408 1.6422 0.091
S -4.7067 3.2237 1.8883 0.716
C -3.5616 2.9503 0.8964 -0.789
C -2.4400 3.4958 -2.6343 -0.136
C -2.0405 4.7212 -1.7991 -0.666
C -3.3101 5.2996 -1.1741 -0.100
C -1.4394 5.7556 -2.7464 -0.085
P -0.9048 3.9586 -0.4374 1.108
C -1.2782 4.9238 1.0753 -0.411
C -1.4308 6.3038 1.1243 -0.095
C -1.7338 6.9309 2.3192 -0.058
C -1.8418 6.1953 3.4883 -0.066
C -1.6676 4.8209 3.4568 -0.078
C -1.3994 4.1911 2.2547 -0.192
C 0.9176 4.5389 -0.6770 -0.659
C 1.5862 4.3814 0.7021 -0.102
C 1.2223 5.9710 -1.1232 -0.086
C 1.4945 3.5736 -1.7165 -0.110
H -2.9966 3.8089 -3.5169 0.092
H -3.0771 2.8267 -2.0473 0.038
H -1.5608 2.9429 -2.9707 0.067
H -4.0835 5.3724 -1.9379 0.097
H -3.1591 6.2933 -0.7629 0.075
H -3.6666 4.6418 -0.3795 0.000
H -2.2030 6.0413 -3.4709 0.094
H -0.6022 5.3417 -3.3024 0.072
H -1.1306 6.6590 -2.2306 0.072
H -1.3189 6.8998 0.2329 0.094
H -1.8990 7.9977 2.3398 0.111
H -2.0579 6.6902 4.4231 0.109
H -1.7580 4.2382 4.3635 0.111
H -1.2795 3.1081 2.2261 0.062
H 1.5510 5.3304 1.2332 0.091
H 2.6304 4.0937 0.5898 0.081
H 1.0949 3.6549 1.3455 0.043
H 0.6402 6.7041 -0.5746 0.066
H 1.0815 6.1244 -2.1863 0.065
H 2.2720 6.1668 -0.9070 0.093
H 1.3036 2.5316 -1.4615 0.044
H 2.5681 3.7137 -1.8296 0.091
H 1.0342 3.7602 -2.6849 0.071



Stability summary: most stable run A, least stable run B.



Run A
11
Properties=species:S:1:pos:R:3:lowdin_charge:R:1 method="wB97M-V/def2-TZVPD" smiles="C=C=C1C[NH2+]1" homo_ha=-0.5555 charge=+1
C 2.4364 -0.0636 -0.0508 0.096
C 1.1786 0.0630 0.0007 -0.035
C -0.0872 0.1055 -0.0159 -0.106
C -1.5501 0.6797 -0.0492 0.024
N -1.3045 -0.8030 -0.0330 0.160
H 3.1617 0.0561 -0.8029 0.075
H 3.1424 0.1030 0.8758 0.147
H -1.9956 1.2130 0.9486 0.181
H -2.1744 1.1915 -0.8064 0.130
H -1.4712 -1.2218 -0.8954 0.149
H -1.3360 -1.3233 0.8285 0.180



Run B
11
Properties=species:S:1:pos:R:3:lowdin_charge:R:1 method="wB97M-V/def2-TZVPD" homo_ha="-0.5869 / -0.5869" charge=+1
C 2.2693 0.8644 -2.1171 0.067
C 1.3582 0.5655 -1.4157 0.161
C -0.9052 0.3349 0.6172 -0.062
C -0.2991 -1.0213 0.6928 -0.054
N -0.4497 -0.3444 -0.5514 0.094
H 3.1293 1.2504 -2.6080 0.054
H -1.9744 0.4794 0.7334 0.142
H -0.3264 1.1886 0.9531 0.140
H 0.7042 -1.1308 1.0868 0.143
H -0.9242 -1.8948 0.8490 0.144
H -0.9722 -0.6182 -1.3730 0.171



Stability summary: most stable run A, least stable run B.



Run A
23
Properties=species:S:1:pos:R:3:lowdin_charge:R:1 method="wB97M-V/def2-TZVPD" homo_ha="-0.2850 / -0.2851"
C 1.0097 -0.3395 -0.1347 -0.569
C 1.6793 -0.4763 -1.5073 -0.026
C 0.6073 -1.7086 0.4106 -0.025
C -0.2116 0.5953 -0.2414 -0.462
N 0.1570 1.9200 -0.5968 0.092
O 1.8891 0.3300 0.7837 -0.027
N -1.2877 0.0617 -0.9449 0.087
H 2.6709 -0.2191 0.9065 0.098
H 0.9955 2.2067 -0.1080 0.083
H -0.5855 2.5927 -0.4549 0.084
H -1.7628 0.7685 -1.4955 0.088
H 1.9944 0.4983 -1.8745 0.078
H 0.9757 -0.9081 -2.2167 0.085
H 2.5518 -1.1287 -1.4342 0.083
H 1.4909 -2.3456 0.4837 0.085
H 0.1640 -1.6130 1.3996 0.077
H -0.1062 -2.1880 -0.2563 0.086
N -1.6613 0.2592 1.9059 -0.095
N -2.6895 -0.1934 1.2371 -0.094
H -3.4104 0.5285 1.0793 0.051
H -2.0084 -0.3509 -0.2615 0.047
H -1.7859 1.2110 2.2861 0.084
H -0.6762 0.4993 1.0340 0.093



Run B
23
Properties=species:S:1:pos:R:3:lowdin_charge:R:1 method="wB97M-V/def2-TZVPD" smiles="[H]/N=N/NN.CC(C)(C)O" homo_ha=-0.3577
H 2.1381 0.0421 -2.5242 0.047
N 1.2361 -0.4198 -2.3917 0.021
N 1.3660 -1.3042 -1.5022 -0.125
N 0.2877 -1.9723 -1.2136 -0.179
N 0.2876 -2.9724 -0.2464 0.023
H -0.5914 -1.8194 -1.7098 0.144
H 0.6197 -2.5988 0.6457 0.074
H 0.9077 -3.7471 -0.5234 0.086
C -0.8555 1.4200 -0.6798 -0.041
C -0.4969 1.1491 0.7850 -0.668
C -1.3487 0.0122 1.3506 -0.030
C 0.9987 0.8358 0.9356 -0.036
O -0.8122 2.2943 1.5679 -0.035
H -1.9181 1.6148 -0.7686 0.083
H -0.3144 2.2959 -1.0424 0.085
H -0.5919 0.5844 -1.3178 0.030
H -2.3987 0.2893 1.2978 0.086
H -1.0913 -0.1547 2.3943 0.086
H -1.1937 -0.9043 0.7878 0.057
H 1.2658 -0.0674 0.4169 0.033
H 1.5958 1.6531 0.5381 0.084
H 1.2378 0.7234 1.9866 0.083
H -0.3281 3.0457 1.2135 0.090



Stability summary: most stable run B, least stable run A.